No. 1
# C42H78N6O6

A cluster of 12 separate species, C42H78N6O6 in total at a distorted geometry (the ωB97M-V functional and the def2-TZVPD basis, the Open Molecules 2025 dataset).

highest occupied orbital energy	-9.485	eV
SMILES	CC(C)=O.CC(C)=O.CC(C)=O.CC(C)=O.CC(C)=O.CC(C)=O.CCCC#N.CCCC#N.CCCC#N.CCCC#N.CCCC#N.CCCC#N
Kohn-Sham gap	9.914	eV
calculated total energy	-66041.64161	eV
ΔE to the lowest compared entry with this formula, charge and spin	110.0	kJ/mol

```
132
Properties=species:S:1:pos:R:3:forces:R:3
C 0.68485 1.93673 4.77948 -0.91 -1.53 -1.28
C -0.01162 3.24395 4.90017 0.77 0.64 0.98
O -0.37032 3.89530 3.94321 -0.25 -0.13 0.33
C -0.00052 3.75859 6.34746 -1.15 -0.24 -0.08
H 1.54876 1.86052 5.40420 0.58 0.14 0.48
H 0.96392 1.79082 3.73284 0.14 -0.03 0.11
H 0.02384 1.07270 5.04617 0.26 0.84 -0.04
H -0.74350 4.58158 6.46913 0.65 -0.65 0.09
H 1.00969 4.09719 6.58821 -0.03 0.17 -0.15
H -0.19820 2.89782 7.03636 -0.10 0.83 -0.53
C 3.28018 -3.30001 -6.07567 0.30 1.05 -0.50
C 2.21092 -2.31695 -5.55257 0.56 -0.58 0.00
O 1.06312 -2.27578 -5.93156 0.08 -0.29 -0.27
C 2.68629 -1.36078 -4.48734 0.49 -0.21 -0.25
H 2.91228 -3.98029 -6.86137 -0.02 0.24 0.53
H 3.79186 -3.83002 -5.24461 -0.47 0.29 -0.50
H 4.03687 -2.61220 -6.56226 -0.51 -0.80 0.49
H 3.54771 -1.79383 -3.95050 -0.52 0.26 0.07
H 1.80870 -1.18014 -3.88182 0.09 0.19 0.53
H 3.00630 -0.40837 -4.93088 -0.13 -0.19 -0.01
C 0.87966 5.73739 0.94810 -1.30 -0.86 -0.65
C 2.25453 5.44836 1.48098 -0.25 0.07 -0.10
O 2.88594 4.46251 1.13209 -0.23 1.17 0.50
C 2.70391 6.43801 2.58027 -1.01 -1.33 -0.26
H 0.87139 6.27867 -0.02471 0.35 -0.16 0.65
H 0.33750 6.35204 1.69883 0.04 -0.57 -0.66
H 0.35468 4.74248 0.72435 0.59 1.43 0.58
H 2.80418 7.46716 2.26250 -0.18 0.17 -0.34
H 3.65383 6.04415 2.83819 0.93 -0.01 0.96
H 1.92966 6.38782 3.40138 1.02 -0.01 -0.70
C 4.08578 -2.22657 0.37382 0.08 -0.61 -0.55
C 4.18581 -1.11304 1.37529 1.16 -0.18 0.02
O 3.20159 -0.51640 1.72997 -0.07 0.37 0.14
C 5.57797 -0.86677 1.98430 -1.12 0.51 1.50
H 3.17810 -2.80075 0.61269 0.09 0.34 -0.53
H 4.92052 -2.92746 0.41690 0.13 0.12 0.23
H 4.11478 -1.85441 -0.67482 -0.48 -0.09 0.68
H 5.93653 -1.76730 2.46384 -0.02 -0.52 -0.05
H 5.51879 -0.12636 2.79367 -0.31 -0.08 -0.24
H 6.37006 -0.52677 1.36632 0.43 0.15 -1.25
C 2.09995 -6.42085 -1.40942 -0.30 0.16 -0.85
C 2.15889 -5.48771 -2.60378 -0.95 0.22 -0.54
O 3.18182 -4.92732 -2.89843 0.54 0.43 -0.11
C 0.91456 -5.38262 -3.53123 1.97 -1.25 0.75
H 1.87355 -7.41760 -1.87614 -0.27 0.71 1.03
H 1.36168 -6.00681 -0.68105 0.37 -0.88 -0.50
H 3.10607 -6.44744 -1.00143 -0.08 -0.04 0.28
H 1.19182 -4.92453 -4.44118 0.52 0.61 -0.97
H 0.10233 -4.84364 -3.14515 -1.17 0.51 0.97
H 0.67662 -6.41306 -3.74951 -0.64 -0.31 -0.07
C -4.83798 2.75100 6.11461 1.11 0.70 1.67
C -3.69090 2.39748 5.19811 0.54 0.84 0.41
O -2.66608 1.95189 5.66529 0.13 -0.34 0.03
C -3.74613 2.74532 3.73352 0.73 -1.39 -0.11
H -5.11092 3.81846 5.98922 0.25 -0.46 0.11
H -4.55415 2.53272 7.21481 -0.43 0.40 -1.92
H -5.70189 2.20399 5.85811 -1.13 -0.79 -0.31
H -4.73763 2.73140 3.32491 -0.47 -0.40 -0.37
H -2.99278 2.10212 3.22214 -0.96 0.11 0.13
H -3.36145 3.71181 3.52984 0.38 1.31 0.34
C -5.99874 -2.21581 1.16555 0.41 -0.29 -1.25
C -5.03659 -2.64291 -0.00309 -0.89 -0.39 -0.16
C -3.53482 -2.30505 0.11219 -0.66 -0.04 1.20
C -2.83389 -2.83234 1.31603 -1.12 0.24 -1.90
N -2.23145 -3.29179 2.16469 0.71 -0.40 1.25
H -5.89670 -1.17116 1.42452 0.01 0.53 -0.43
H -5.90203 -2.69307 2.12557 0.23 -0.85 0.12
H -6.99362 -2.39904 0.73804 0.05 0.18 0.57
H -5.43355 -2.10431 -0.89490 0.61 -0.18 0.52
H -5.19113 -3.72079 -0.28934 0.25 0.83 0.65
H -3.47343 -1.22540 0.22293 0.25 0.26 -0.46
H -3.00498 -2.67018 -0.75875 0.22 0.23 -0.17
C 1.32898 -3.65871 3.86864 -1.30 -2.05 -0.70
C 0.87342 -2.46761 4.67199 0.90 -1.27 1.32
C -0.56190 -2.49755 5.13833 0.15 -1.13 0.22
C -0.87377 -3.65039 5.95950 -0.21 -2.16 1.32
N -1.10505 -4.61554 6.56602 0.33 1.53 -0.84
H 2.40792 -3.77061 3.74218 -0.11 0.55 -0.27
H 0.76028 -3.70052 2.90765 0.81 0.22 0.34
H 1.03434 -4.65084 4.31498 0.14 1.02 0.12
H 0.97434 -1.59637 4.10067 0.45 1.45 -0.82
H 1.53181 -2.41026 5.55927 -0.31 0.32 -0.28
H -1.26609 -2.57994 4.34461 -0.48 0.33 -1.04
H -0.76564 -1.64326 5.72199 -0.38 1.22 0.56
C 5.33921 0.94279 -2.42046 0.41 -1.17 1.16
C 4.97746 2.16048 -1.61604 -0.03 -0.55 1.86
C 3.44832 2.23683 -1.40504 0.93 -1.68 0.35
C 2.85178 2.28284 -2.71303 -0.60 0.16 -0.63
N 2.49106 2.16652 -3.79897 -0.18 0.21 0.13
H 5.08848 0.00120 -1.84438 0.63 0.90 -0.46
H 6.39697 1.01321 -2.66259 0.10 -0.52 -0.05
H 4.77801 0.84275 -3.32503 -0.30 0.27 -0.70
H 5.32431 3.03569 -2.09874 0.11 1.06 -0.78
H 5.53655 2.20818 -0.62228 -0.94 -0.42 -1.04
H 3.20501 2.99158 -0.71526 -0.64 1.37 0.48
H 3.05659 1.30498 -0.93576 0.43 0.35 -0.19
C -3.83458 2.95064 -3.73948 -0.02 1.25 0.90
C -2.46288 3.14396 -3.02540 -1.18 0.16 -1.31
C -2.66505 3.55596 -1.56828 0.93 -2.09 0.95
C -3.35487 2.42100 -0.85761 -0.06 0.16 -0.16
N -3.97122 1.56581 -0.38818 0.51 0.41 -0.10
H -3.74060 2.94812 -4.80724 0.14 -0.36 -0.57
H -4.47374 3.83160 -3.51687 0.37 -0.25 -0.08
H -4.42320 2.11253 -3.38221 0.27 -0.43 -0.03
H -1.91398 3.94566 -3.55566 -0.15 -0.37 0.34
H -1.85836 2.21671 -3.10743 -0.29 0.56 0.24
H -3.32973 4.40282 -1.34359 0.82 0.21 -0.46
H -1.60221 3.57853 -1.18684 -1.32 0.70 0.34
C -0.66465 0.30562 1.23705 -1.07 -0.65 1.24
C 0.17725 0.80917 0.14231 1.78 1.05 0.28
C -0.29558 0.38418 -1.21896 -0.63 -0.11 -0.52
C -0.28781 -1.08450 -1.41423 0.12 3.64 0.14
N -0.38905 -2.17313 -1.68261 -0.10 -3.12 -0.54
H -1.72244 0.56989 1.10259 0.20 0.35 0.61
H -0.22773 0.42514 2.24876 -0.57 0.82 -0.52
H -0.65801 -0.75971 1.20246 -0.12 -1.23 -0.35
H 1.16183 0.36351 0.38844 0.01 0.73 -0.61
H 0.22326 1.93084 0.14240 0.25 -0.88 0.09
H 0.23892 0.91353 -2.03226 -0.10 -0.59 0.29
H -1.35790 0.67796 -1.29363 0.23 -0.15 -0.18
C -2.18549 0.15858 -5.60917 -0.92 0.14 1.09
C -2.56474 -1.26451 -6.04947 1.08 1.01 -0.29
C -2.78594 -2.25701 -4.92725 -0.08 -1.73 0.47
C -3.59478 -1.69352 -3.85434 0.73 -0.50 -1.69
N -4.31547 -1.08288 -3.22847 -1.26 0.92 1.69
H -2.34724 0.86621 -6.42156 0.35 -0.07 -0.12
H -1.16071 0.20313 -5.23590 0.01 0.08 -0.16
H -2.86008 0.51429 -4.79160 0.48 -0.29 -0.51
H -1.69144 -1.58070 -6.64227 -0.65 -0.39 -0.08
H -3.45513 -1.18087 -6.65689 -0.18 -0.26 -0.28
H -1.84672 -2.60019 -4.46015 -0.17 0.09 -0.40
H -3.34508 -3.17619 -5.29395 0.81 0.99 0.35
```
Forces are in eV/Å.

No. 2
# C42H80F3InO9PSSi

A structure of composition C42H80F3InO9PSSi at a distorted geometry (the ωB97M-V functional and the def2-TZVPD basis, the Open Molecules 2025 dataset).

highest occupied orbital energy	-3.930	eV
Kohn-Sham gap	5.768	eV
net charge	-1
calculated total energy	-104607.73419	eV

```
138
Properties=species:S:1:pos:R:3:forces:R:3
C 3.60834 -4.02779 2.01322 0.50 0.80 0.72
C 3.67974 -2.61508 2.67910 -0.29 -0.54 -0.75
In 2.84593 -1.07919 1.26675 0.43 0.52 1.52
C 1.00344 -0.28230 2.20647 -0.51 -0.52 -0.94
C -0.07864 0.19711 1.19542 0.75 0.07 0.89
C -1.13217 1.01471 1.96027 0.26 -0.32 -1.14
C -2.33465 1.44643 1.10794 -0.10 0.38 0.95
C -3.55695 1.76683 1.99241 0.09 0.45 -0.83
C -4.87579 1.85031 1.19688 0.54 -0.46 0.48
C -5.21344 0.47771 0.60080 -0.82 -0.04 0.62
C -6.73722 0.27206 0.31292 0.64 -0.41 -0.01
Si -7.13917 -1.51034 0.81120 0.29 0.23 -0.20
C -7.15846 -1.59720 2.70309 -0.01 -0.03 -0.83
C -5.77245 -2.59670 0.05610 -0.26 0.55 0.32
C -8.79984 -2.13361 0.16456 0.67 0.54 0.16
C -9.05549 -3.47719 0.31541 1.02 -0.95 0.68
C -10.20146 -4.07722 -0.12748 -0.21 -0.51 0.05
C -11.16427 -3.29898 -0.73464 -0.32 -1.21 0.09
C -10.93143 -1.96402 -0.88102 -1.32 0.87 -0.88
C -9.77243 -1.37569 -0.45705 0.59 0.75 0.13
P 4.58357 0.71848 0.94957 -0.40 -0.08 0.65
C 4.13198 1.94978 -0.36685 0.92 0.20 -0.36
C 6.16282 -0.15410 0.47404 -0.33 -0.01 -0.01
S 2.06460 -2.17842 -0.91889 -1.28 1.00 0.50
O 0.84919 -2.93173 -0.62426 0.35 -1.07 0.09
O 1.81277 -1.14950 -1.92018 0.82 0.09 -0.43
C 3.31285 -3.35718 -1.73674 -0.58 0.59 -1.13
F 4.51051 -3.28816 -1.15097 -0.04 -0.34 0.33
F 2.86193 -4.61724 -1.76808 0.45 -0.04 0.25
F 3.49912 -2.97067 -3.01605 0.04 -0.27 0.05
H 2.67360 -4.10258 1.45579 0.14 -0.40 -0.13
H 3.65439 -4.81487 2.77453 -0.13 -0.12 -0.15
H 4.48204 -4.16083 1.37094 -0.28 -0.12 -0.28
H 4.69777 -2.36529 2.98992 -0.03 -0.08 -0.02
H 3.06374 -2.66864 3.58207 -0.04 0.40 -0.06
H 0.56255 -1.12020 2.76167 0.15 0.07 0.13
H 1.20231 0.50957 2.93484 0.30 -0.02 -0.11
H -0.50073 -0.68561 0.70726 -0.13 0.14 -0.08
H 0.42648 0.79436 0.42869 -0.37 0.10 -0.12
H -1.43114 0.40100 2.81580 -0.15 0.19 0.07
H -0.61353 1.91435 2.30228 -0.20 -0.05 0.39
H -2.06257 2.40430 0.65514 -0.05 -0.22 -0.45
H -2.57570 0.71981 0.33070 0.12 -0.08 0.06
H -3.68420 1.03126 2.79337 0.08 -0.03 -0.04
H -3.33656 2.73998 2.44134 -0.17 -0.11 0.25
H -5.65075 2.11537 1.92465 -0.15 0.08 -0.24
H -4.82879 2.63235 0.43399 -0.04 -0.01 0.00
H -4.60842 0.22732 -0.26853 -0.06 0.14 -0.08
H -4.93391 -0.25799 1.36850 0.24 0.07 -0.05
H -7.29952 0.95641 0.95438 -0.16 0.10 -0.30
H -6.92074 0.45784 -0.74856 -0.34 0.18 0.13
H -8.16169 -1.34855 3.05321 0.09 -0.02 0.16
H -6.89771 -2.61739 2.98920 -0.03 0.10 0.27
H -6.43296 -0.87511 3.08306 -0.02 -0.15 0.21
H -4.98887 -2.79277 0.79063 -0.10 -0.26 -0.01
H -5.28735 -2.01759 -0.73313 -0.12 -0.19 -0.17
H -6.19090 -3.51820 -0.34690 0.22 -0.07 0.03
H -8.30869 -4.09826 0.81276 -0.12 0.07 -0.09
H -10.30989 -5.14579 0.01688 -0.22 0.02 -0.08
H -12.07593 -3.76971 -1.08104 -0.08 0.18 -0.08
H -11.70027 -1.37873 -1.37708 0.11 0.15 0.06
H -9.60611 -0.31515 -0.61420 -0.09 0.01 -0.01
H 4.75566 2.84119 -0.21694 -0.05 -0.05 0.03
H 3.09838 2.28727 -0.29444 -0.07 -0.31 0.08
H 4.34940 1.61710 -1.38671 -0.30 -0.15 0.03
H 7.01059 0.34580 0.94498 -0.17 -0.12 -0.45
H 6.29030 -0.27656 -0.60647 0.15 0.16 0.05
H 6.10034 -1.16253 0.89526 -0.06 0.06 0.03
C -2.06296 7.17931 1.44036 -0.10 -0.13 0.36
C -1.69201 5.77724 1.01658 0.10 -0.22 -0.15
O -1.81187 4.84424 1.77990 -0.06 0.06 0.12
C -1.16534 5.58076 -0.38303 0.02 -0.66 0.32
H -2.42063 7.15890 2.46943 0.03 -0.06 -0.01
H -1.18938 7.82994 1.37926 -0.07 0.07 -0.20
H -2.85054 7.56728 0.79644 0.14 0.12 -0.12
H -0.24972 6.15270 -0.52220 -0.14 0.14 -0.14
H -1.90783 5.89024 -1.10941 0.05 0.15 -0.06
H -0.94704 4.52293 -0.53021 0.02 0.00 0.11
C -1.94752 10.42802 -1.88420 -0.05 -0.12 0.23
C -1.59727 9.00962 -2.27016 0.03 -0.07 0.05
O -1.74041 8.09116 -1.49803 -0.12 0.50 -0.26
C -1.05860 8.78981 -3.66269 -0.01 -0.25 0.08
H -2.32041 10.44209 -0.86186 0.01 -0.02 -0.01
H -1.06132 11.06178 -1.94601 -0.06 0.06 -0.14
H -2.72191 10.81540 -2.54831 0.12 0.09 -0.08
H -0.13479 9.35423 -3.79888 -0.08 0.11 -0.09
H -1.79522 9.10756 -4.40282 0.09 0.14 -0.03
H -0.84870 7.73194 -3.80497 0.00 0.01 0.03
C 3.90424 6.23315 0.62827 -0.15 -0.11 -0.21
C 2.72596 7.14619 0.39918 0.03 -0.14 -0.05
O 1.88383 6.89381 -0.43146 0.05 0.16 0.00
C 2.64107 8.38963 1.25340 -0.24 0.04 -0.14
H 3.84012 5.38277 -0.04721 -0.02 0.00 0.02
H 4.83530 6.76932 0.43522 0.03 0.02 0.17
H 3.89918 5.86621 1.65580 0.12 0.08 0.03
H 3.51794 9.01756 1.08705 0.07 -0.06 0.15
H 2.58205 8.11436 2.30747 0.16 0.04 0.02
H 1.74810 8.95181 0.98520 0.00 -0.02 -0.01
C 10.31241 0.79651 -0.96079 -0.21 -0.07 0.12
C 9.80227 1.75082 0.08977 -0.08 -0.14 -0.05
O 8.78197 1.51837 0.69281 0.33 0.31 0.11
C 10.61417 2.99923 0.35084 -0.21 0.06 0.18
H 9.62447 -0.04217 -1.03255 0.02 0.01 -0.02
H 10.36500 1.29142 -1.93142 0.18 -0.02 0.00
H 11.29971 0.42042 -0.68807 0.07 0.10 -0.14
H 10.68140 3.59810 -0.55894 0.16 -0.06 -0.02
H 11.61679 2.72896 0.68656 0.06 0.03 -0.16
H 10.12923 3.58882 1.12642 -0.01 -0.02 -0.01
C -8.02903 -7.28344 3.70217 -0.09 0.25 0.07
C -7.20076 -6.50360 2.70920 0.05 0.06 -0.04
O -7.28617 -5.30081 2.62403 -0.03 -0.02 0.03
C -6.26189 -7.29026 1.82786 0.04 0.25 -0.10
H -8.65595 -6.59650 4.26703 0.02 0.01 -0.02
H -8.66792 -7.99568 3.17740 0.11 -0.13 0.04
H -7.37642 -7.81758 4.39448 -0.03 -0.14 -0.08
H -6.82573 -8.00307 1.22358 0.05 -0.13 0.10
H -5.53404 -7.82456 2.44039 -0.08 -0.14 -0.03
H -5.73166 -6.60847 1.16609 -0.01 0.01 0.02
C 1.50663 -7.43928 -1.86383 -0.07 -0.33 0.23
C 1.88922 -8.80957 -2.35834 -0.07 0.00 0.12
O 1.83521 -9.78748 -1.64628 0.02 -0.01 -0.08
C 2.34830 -8.91185 -3.79491 0.04 -0.29 0.05
H 1.19742 -7.50322 -0.82295 0.00 0.00 -0.01
H 2.35815 -6.76703 -1.93531 -0.08 0.09 -0.15
H 0.67738 -7.04648 -2.45426 0.13 0.15 -0.08
H 3.23601 -8.29621 -3.94723 -0.10 0.13 -0.08
H 1.55373 -8.57988 -4.46483 0.09 0.16 -0.02
H 2.59307 -9.94771 -4.02323 -0.01 0.01 0.02
C 9.79057 -3.41099 -2.33993 0.19 0.16 0.11
C 9.82227 -2.32597 -3.38813 0.03 0.05 0.00
O 10.61522 -1.41345 -3.32959 0.01 -0.03 -0.02
C 8.81855 -2.42875 -4.50994 0.12 0.24 -0.06
H 10.55924 -3.21582 -1.59484 -0.01 0.01 -0.02
H 8.81679 -3.42582 -1.84754 -0.04 -0.13 -0.09
H 9.98276 -4.38127 -2.80087 -0.17 -0.04 0.01
H 7.80469 -2.40324 -4.10721 -0.01 -0.17 -0.02
H 8.96987 -3.35760 -5.06241 -0.14 -0.07 0.08
H 8.94916 -1.58889 -5.18916 0.01 0.00 0.02
```
Forces are in eV/Å.